# 1
Formula: C3H3ClF2
Source: the OMol25 dataset
Level of theory: ωB97M-V with the def2-TZVPD basis set

Each line ends with the natural charge from an NBO analysis.
Positions of all 9 atoms, in Å:
C  -0.24  1.39  0.39  -0.308
C  0.48  0.41  -0.22  -0.274
C  -0.02  -1.00  -0.23  0.617
F  0.26  -1.64  -1.41  -0.332
F  -1.35  -0.97  -0.09  -0.331
Cl  0.49  -2.11  1.01  -0.014
H  0.10  2.36  0.50  0.209
H  -1.17  1.06  0.73  0.210
H  1.44  0.51  -0.69  0.223

Values from the calculation:
spin multiplicity: 1
total charge: 0
highest occupied orbital energy: -10.75 eV
orbital gap: 11.4 eV
structure (SMILES): C=CC(F)(F)Cl
energy above the lowest of the compared OMol25 structures with the same formula, charge and spin: 8.0 kcal/mol

***

# 2
Formula: C3H3ClF2
Source: the OMol25 dataset
Level of theory: ωB97M-V with the def2-TZVPD basis set

Each line ends with the natural charge from an NBO analysis.
Positions of all 9 atoms, in Å:
F  0.66  2.16  1.32  -0.326
C  0.55  0.90  0.76  0.763
F  1.60  0.79  0.00  -0.297
C  -0.40  0.02  0.93  -0.393
C  -0.19  -1.25  0.06  -0.402
Cl  -1.13  -1.26  -1.43  -0.044
H  -1.35  0.18  1.43  0.248
H  0.86  -1.18  -0.20  0.230
H  -0.47  -2.09  0.68  0.222

Values from the calculation:
spin multiplicity: 1
total charge: 0
highest occupied orbital energy: -10.33 eV
orbital gap: 11.3 eV
structure (SMILES): FC(F)=CCCl
energy above the lowest of the compared OMol25 structures with the same formula, charge and spin: 12.7 kcal/mol

***

# 3
Formula: C3H3ClF2OS
Source: the OMol25 dataset
Level of theory: ωB97M-V with the def2-TZVPD basis set

Each line ends with the natural charge from an NBO analysis.
Positions of all 11 atoms, in Å:
F  0.48  1.94  0.16  -0.336
C  -0.06  1.07  1.11  0.634
F  0.88  0.84  2.03  -0.304
Cl  -1.26  2.09  1.86  -0.013
C  -0.60  -0.37  0.43  -0.135
O  0.49  -0.96  -0.25  -0.490
C  0.52  -1.05  -1.57  0.055
S  1.94  -1.45  -2.38  -0.061
H  -1.49  -0.33  -0.39  0.221
H  -0.66  -1.19  1.19  0.241
H  -0.24  -0.59  -2.20  0.186

Values from the calculation:
spin multiplicity: 1
total charge: 0
highest occupied orbital energy: -9.03 eV
orbital gap: 8.8 eV
structure (SMILES): FC(F)(Cl)COC=S
energy above the lowest of the compared OMol25 structures with the same formula, charge and spin: 27.6 kcal/mol

***

# 4
Formula: C3H3ClFN
Source: the OMol25 dataset
Level of theory: ωB97M-V with the def2-TZVPD basis set

Each line ends with the natural charge from an NBO analysis.
Positions of all 9 atoms, in Å:
C  2.14  1.16  -0.50  -0.251
C  -2.23  -0.73  0.42  0.100
C  -0.89  -0.65  0.29  -0.062
N  1.01  1.64  -0.37  -0.194
F  -2.78  -1.97  0.55  -0.335
Cl  0.56  -1.34  0.61  0.122
H  2.92  1.81  -0.85  0.217
H  2.11  0.08  -0.14  0.211
H  -2.84  0.01  0.00  0.194

Values from the calculation:
spin multiplicity: 1
total charge: 0
highest occupied orbital energy (alpha / beta): -9.59 / -9.26 eV
orbital gap (alpha / beta): 8.9 / 9.1 eV
energy above the lowest of the compared OMol25 structures with the same formula, charge and spin: 129.5 kcal/mol

***

# 5
Formula: C3H3ClFN
Source: the OMol25 dataset
Level of theory: ωB97M-V with the def2-TZVPD basis set

Each line ends with the natural charge from an NBO analysis.
Positions of all 9 atoms, in Å:
C  2.23  0.04  -0.49  0.076
C  -0.75  -0.35  0.93  0.010
C  -1.61  0.63  0.98  -0.335
N  1.57  0.71  -1.11  -0.324
F  -0.42  -1.16  -0.13  -0.367
Cl  -2.44  0.75  -0.67  0.225
H  3.09  -0.37  0.11  0.249
H  -1.67  0.09  -1.42  0.272
H  -0.01  -0.34  1.79  0.195

Values from the calculation:
spin multiplicity: 1
total charge: 0
highest occupied orbital energy: -9.23 eV
orbital gap: 9.8 eV
energy above the lowest of the compared OMol25 structures with the same formula, charge and spin: 125.6 kcal/mol

***

# 6
Formula: C3H3ClIN3
Source: the OMol25 dataset
Level of theory: ωB97M-V with the def2-TZVPD basis set

Each line ends with the natural charge from an NBO analysis.
Positions of all 11 atoms, in Å:
C  0.25  0.13  2.51  -0.416
C  0.40  -0.35  1.30  0.250
C  0.09  0.02  -2.11  -0.475
N  -1.57  0.54  -0.40  0.032
N  0.50  -0.78  0.18  -0.472
N  -0.59  0.25  -0.89  0.082
Cl  1.22  1.42  3.10  0.053
I  -1.11  -0.91  3.74  0.186
H  -0.33  -0.88  -2.67  0.256
H  -0.09  0.80  -2.78  0.231
H  1.22  -0.23  -1.99  0.274

Values from the calculation:
spin multiplicity: 1
total charge: 0
highest occupied orbital energy (alpha / beta): -7.68 / -7.68 eV
orbital gap (alpha / beta): 7.6 / 7.6 eV
energy above the lowest of the compared OMol25 structures with the same formula, charge and spin: 75.1 kcal/mol

***

# 7
Formula: C3H3ClNO5PdS
Source: the OMol25 dataset
Level of theory: ωB97M-V with the def2-TZVPD basis set

Each line ends with the natural charge from an NBO analysis.
Positions of all 15 atoms, in Å:
Pd  -0.40  0.43  -0.16  1.107
O  -0.45  -0.85  1.67  -0.848
Cl  -1.93  -0.72  1.56  2.493
O  -2.58  -1.17  2.72  -0.733
O  -2.32  -1.40  0.36  -0.786
O  -2.11  0.73  1.35  -0.827
S  1.79  3.18  0.45  0.445
C  0.90  1.97  0.39  -0.257
C  1.86  -1.11  -0.72  -0.290
O  0.76  -0.57  -1.41  -0.562
H  2.62  -0.35  -0.50  0.162
H  2.30  -1.85  -1.40  0.217
H  1.58  -1.64  0.20  0.181
N  -1.16  1.95  -2.73  -0.384
C  -0.87  1.39  -1.77  0.081

Values from the calculation:
spin multiplicity: 2
total charge: 0
highest occupied orbital energy (alpha / beta): -10.36 / -10.60 eV
orbital gap (alpha / beta): 7.8 / 7.7 eV
energy above the lowest of the compared OMol25 structures with the same formula, charge and spin: 11.0 kcal/mol

***

# 8
Formula: C3H3ClO
Source: the OMol25 dataset
Level of theory: ωB97M-V with the def2-TZVPD basis set

Each line ends with the natural charge from an NBO analysis.
Positions of all 8 atoms, in Å:
C  0.55  -0.97  -0.29  -0.101
C  1.17  -1.60  -1.48  0.245
C  -0.30  1.30  0.86  -0.369
O  -0.04  -1.17  -1.65  -0.437
Cl  -1.55  1.65  -0.21  0.060
H  0.06  -1.71  0.40  0.176
H  0.67  1.88  0.77  0.228
H  -0.55  0.62  1.61  0.198

Values from the calculation:
spin multiplicity: 1
total charge: 0
highest occupied orbital energy (alpha / beta): -8.86 / -9.68 eV
orbital gap (alpha / beta): 7.6 / 9.2 eV
energy above the lowest of the compared OMol25 structures with the same formula, charge and spin: 154.6 kcal/mol

***

# 9
Formula: C3H3ClO2
Source: the OMol25 dataset
Level of theory: ωB97M-V with the def2-TZVPD basis set

Each line ends with the natural charge from an NBO analysis.
Positions of all 9 atoms, in Å:
C  0.92  0.11  -0.50  0.129
C  -1.38  0.81  0.21  0.468
C  -1.61  -0.38  -0.22  -0.405
O  -1.38  1.99  0.26  -0.539
O  1.35  -0.74  0.41  -0.636
Cl  -1.17  -1.93  0.33  0.037
H  1.16  1.15  -0.25  0.198
H  0.74  -0.41  -1.55  0.240
H  1.37  -0.60  1.30  0.508

Values from the calculation:
spin multiplicity: 1
total charge: 0
highest occupied orbital energy (alpha / beta): -8.42 / -8.31 eV
orbital gap (alpha / beta): 7.7 / 7.3 eV
energy above the lowest of the compared OMol25 structures with the same formula, charge and spin: 116.5 kcal/mol

***

# 10
Formula: C3H3ClO2
Source: the OMol25 dataset
Level of theory: ωB97M-V with the def2-TZVPD basis set

Each line ends with the natural charge from an NBO analysis.
Positions of all 9 atoms, in Å:
C  2.12  -1.19  -0.28  1.036
C  -0.01  0.60  -0.01  -0.014
C  -1.46  0.36  0.23  -0.782
O  2.71  -0.39  0.19  -0.504
O  1.70  -2.14  -0.77  -0.543
Cl  0.36  2.19  -0.25  0.081
H  -2.31  1.03  0.14  0.211
H  -1.49  0.05  1.21  0.257
H  -1.62  -0.50  -0.47  0.258

Values from the calculation:
spin multiplicity: 1
total charge: 0
highest occupied orbital energy: -9.16 eV
orbital gap: 8.7 eV
energy above the lowest of the compared OMol25 structures with the same formula, charge and spin: 59.1 kcal/mol

***

Record order is preserved below.
E: -21116.209, -21116.006, -33997.745, -19883.567, -19883.736, -28248.157, -41711.273, -17721.744, -19771.638, -19774.127 eV